(1)
{"formula": "C3H3FN2", "method": "ωB97M-V/def2-TZVPD", "e_tot_ev": -8851.533, "homo_lumo_gap_ev": 8.9, "homo_ev": -9.9, "charge": 0, "relative_energy_kj_mol": 535.1, "lumo_ha": -0.0363, "species": ["C", "C", "C", "N", "N", "F", "H", "H", "H"], "xyz": [[2.017, 0.451, 1.033], [0.952, -0.015, 0.689], [-0.951, -0.302, -0.630], [-0.475, 0.050, -1.747], [-0.215, -0.663, 0.506], [-1.096, -0.628, 1.842], [2.711, 1.210, 1.143], [-1.936, -0.418, -0.297], [-1.006, 0.316, -2.539]], "mulliken_charge": [-0.504, 0.242, 0.050, -0.567, 0.024, -0.268, 0.355, 0.418, 0.249]}

(2)
{"formula": "C5H13NO2", "method": "ωB97M-V/def2-TZVPD", "e_tot_ev": -10966.825, "homo_lumo_gap_ev": 3.3, "homo_ev": -8.1, "charge": 0, "relative_energy_kj_mol": 1452.5, "lumo_ha": -0.1786, "species": ["C", "O", "C", "C", "C", "C", "N", "H", "H", "H", "H", "H", "H", "H", "H", "H", "H", "H", "H", "H", "O"], "xyz": [[0.375, 1.208, 1.441], [0.744, -0.175, -2.629], [0.879, 0.621, 0.130], [0.936, -0.940, 0.032], [-0.152, -1.649, 0.650], [-1.334, -1.849, -0.139], [-2.485, -2.181, 0.326], [-0.316, 0.543, 1.954], [0.032, 2.222, 1.064], [1.264, 1.400, 2.045], [1.876, 1.009, -0.083], [0.344, 0.901, -0.806], [0.839, -1.206, -1.037], [1.883, -1.225, 0.518], [-0.329, -1.871, 1.701], [-0.985, -0.046, -0.422], [-3.164, -2.383, -0.393], [-1.122, -1.805, -1.224], [0.098, 4.479, 0.096], [0.794, -0.614, -3.499], [-0.175, 3.560, 0.275]], "mulliken_charge": [-0.857, -0.657, -0.756, -0.624, -0.145, -0.155, -0.610, 0.323, 0.243, 0.333, 0.532, 0.436, 0.230, 0.373, 0.416, 0.450, 0.282, 0.453, 0.237, 0.209, -0.713]}